(1)
A 2-piece molecular cluster, H3N3O3 overall, computed with ωB97M-V/def2-TZVPD.

Computed properties:
lowest unoccupied orbital energy (alpha / beta) = 0.5 / -1.8 eV
charge = 0
multiplicity = 3
⟨S²⟩ = 2.008

Last column: Mulliken spin population.
Element x y z (Å)
N (-1.48, 0.66, -0.03)  0.007
N (-0.94, -0.27, -0.66)  0.001
N (1.49, 0.31, -0.15)  0.912
O (2.47, 0.99, 0.04)  0.858
O (1.81, -0.97, 0.13)  0.231
O (-0.83, -1.30, -0.03)  0.008
H (-1.78, 1.44, -0.54)  0.001
H (-1.68, 0.57, 0.96)  -0.001
H (0.94, -1.45, 0.27)  -0.016



(2)
C3H4INO2 as an isolated structure, computed with ωB97M-V/def2-TZVPD.

Computed properties:
lowest unoccupied orbital energy = -0.1 eV
charge = 0

Last column: Mulliken charge in e.
Element x y z (Å)
C (2.59, 1.89, -0.19)  0.093
C (-0.97, -0.08, 0.05)  0.765
C (-0.92, -1.56, -0.18)  -1.126
N (0.04, 0.35, 0.99)  -0.545
O (2.77, 2.60, -1.07)  -0.190
O (-1.80, 0.59, -0.51)  -0.508
I (0.13, 2.34, 1.22)  0.183
H (0.88, -0.03, 0.60)  0.327
H (-0.98, -2.20, 0.61)  0.381
H (-1.73, -1.91, -0.78)  0.348
H (-0.01, -1.98, -0.74)  0.273



(3)
A 2-piece molecular cluster, C4H5N4O2 overall, computed with ωB97M-V/def2-TZVPD.

Computed properties:
lowest unoccupied orbital energy = 3.7 eV
charge = -1

Last column: Mulliken charge in e.
Element x y z (Å)
C (-1.69, 0.16, -0.07)  0.561
C (1.39, -2.39, -0.06)  -0.042
C (-0.70, 2.32, -0.45)  -0.762
C (-0.58, 1.03, -0.49)  -0.048
N (-3.56, -0.80, 0.14)  -0.474
N (-2.96, 0.40, -0.04)  -0.349
N (-1.50, -1.13, 0.16)  0.497
N (-2.59, -1.72, 0.24)  -0.540
O (0.45, -2.77, -0.76)  -0.661
O (1.52, -1.50, 0.76)  -0.578
H (2.43, -2.98, -0.32)  0.287
H (-1.67, 2.80, -0.23)  0.281
H (-0.55, -1.64, -0.08)  0.388
H (0.10, 2.97, -0.62)  0.326
H (0.38, 0.40, -0.73)  0.115



(4)
C21H33N6OPS3SiSr as an isolated structure, computed with ωB97M-V/def2-TZVPD.

Computed properties:
lowest unoccupied orbital energy = 4.3 eV
charge = -2

Last column: Mulliken charge in e.
Element x y z (Å)
Sr (0.20, 0.80, -0.93)  1.583
C (-1.41, -2.57, -1.27)  -1.167
C (-0.81, -1.49, -2.11)  -0.123
N (0.44, -1.46, -2.46)  0.366
N (1.14, -2.59, -2.23)  -0.900
C (2.47, -2.41, -2.34)  0.089
N (3.12, -3.63, -2.46)  -0.472
S (3.34, -0.99, -2.27)  -0.306
C (-1.68, -0.41, -2.67)  1.712
C (-3.03, -0.70, -2.88)  -0.532
C (-3.85, 0.26, -3.44)  -0.488
C (-3.30, 1.48, -3.78)  -0.594
C (-1.96, 1.70, -3.55)  -0.619
N (-1.16, 0.77, -3.03)  -0.461
H (-0.61, -3.04, -0.70)  0.035
H (-1.88, -3.36, -1.86)  0.285
H (-2.15, -2.14, -0.60)  0.140
H (2.56, -4.42, -2.19)  0.281
H (4.08, -3.63, -2.18)  0.256
H (-3.42, -1.67, -2.58)  0.347
H (-4.90, 0.05, -3.60)  0.375
H (-3.91, 2.27, -4.22)  0.389
H (-1.47, 2.64, -3.80)  0.414
S (0.88, 2.99, 1.03)  -0.323
C (1.95, 4.12, 0.26)  0.242
C (2.38, 5.21, 1.07)  -0.029
N (2.73, 6.07, 1.75)  -0.656
C (2.40, 4.05, -1.03)  0.327
S (2.04, 2.81, -2.19)  -0.316
C (3.25, 5.10, -1.50)  -0.101
N (3.92, 5.94, -1.91)  -0.633
C (-4.34, 2.21, 0.07)  -1.046
Si (-3.30, 0.86, 0.89)  0.081
C (-3.08, 1.36, 2.70)  -1.192
C (-4.40, -0.70, 0.93)  -1.112
O (-1.92, 0.59, 0.15)  -0.416
H (-5.23, 2.44, 0.67)  0.366
H (-4.66, 1.92, -0.93)  0.217
H (-3.75, 3.13, -0.02)  0.244
H (-4.02, 1.70, 3.14)  0.396
H (-2.34, 2.16, 2.78)  0.305
H (-2.71, 0.52, 3.30)  0.248
H (-5.33, -0.49, 1.47)  0.389
H (-3.89, -1.51, 1.45)  0.244
H (-4.65, -1.05, -0.07)  0.258
C (2.89, -3.59, 2.10)  -1.504
C (2.27, -2.87, 0.91)  -0.117
P (1.93, -1.07, 1.12)  1.011
C (3.62, -0.45, 1.54)  -0.712
C (3.90, 0.99, 1.15)  -1.079
C (1.08, -1.11, 2.76)  -1.000
C (0.38, 0.20, 3.11)  -0.743
H (3.14, -4.63, 1.86)  0.464
H (2.22, -3.62, 2.96)  0.288
H (3.82, -3.11, 2.43)  0.274
H (1.34, -3.34, 0.61)  0.011
H (2.93, -2.94, 0.04)  0.020
H (4.31, -1.11, 1.00)  0.403
H (3.80, -0.61, 2.61)  0.397
H (3.66, 1.17, 0.10)  0.121
H (4.96, 1.23, 1.30)  0.412
H (3.30, 1.70, 1.72)  0.235
H (1.79, -1.39, 3.55)  0.527
H (0.35, -1.92, 2.70)  0.402
H (1.08, 1.04, 3.13)  0.245
H (-0.11, 0.14, 4.08)  0.427
H (-0.38, 0.45, 2.37)  -0.183



Let's list E in order: -391.519698 -619.600472 -524.941701 -3080.160732 Eh.
Let's list relative energy (zero: lowest compared OMol25 entry of this formula, charge and spin) in order: 307.6 120.4 0.0 59.6 kJ/mol.